(1)
{"formula": "C11H17OP", "method": "the ωB97M-V functional and the def2-TZVPD basis", "spin_multiplicity": 3, "s2": 2.01, "gap_ha": [0.27706, 0.25173], "e_homo_ev": [-6.795, -8.472], "species": ["C", "C", "C", "C", "C", "C", "C", "C", "C", "C", "C", "O", "P", "H", "H", "H", "H", "H", "H", "H", "H", "H", "H", "H", "H", "H", "H", "H", "H", "H"], "coordinates": [[1.729, -0.208, 1.412], [0.603, -1.724, -0.151], [2.416, -1.263, 1.888], [1.511, -2.712, 0.171], [0.762, -0.446, 0.389], [2.347, -2.510, 1.205], [-2.281, -0.235, 0.636], [-1.885, 2.259, 0.420], [1.298, 0.620, -2.635], [-0.190, 0.555, -0.113], [-1.308, 0.928, 0.886], [3.158, -3.474, 1.784], [-0.360, 0.962, -1.848], [1.705, 0.800, 1.670], [-0.113, -2.057, -0.938], [3.030, -1.014, 2.742], [1.440, -3.591, -0.298], [-2.955, -0.131, -0.190], [-1.741, -1.243, 0.544], [-2.936, -0.283, 1.622], [-2.849, 2.307, 0.996], [-1.201, 3.227, 0.596], [-2.237, 2.217, -0.637], [1.965, -0.019, -2.004], [1.860, 1.495, -2.544], [1.101, 0.475, -3.748], [0.685, 2.384, -0.651], [-1.125, 0.956, 1.936], [2.897, -4.401, 1.862], [-0.767, -0.237, -2.343]]}

=====

(2)
{"formula": "C28H22CsN4OS4", "method": "the ωB97M-V functional and the def2-TZVPD basis", "total_charge": -1, "gap_ha": 0.10158, "e_homo_ev": -1.653, "species": ["Cs", "S", "N", "C", "C", "C", "C", "C", "N", "C", "C", "N", "C", "C", "C", "C", "C", "N", "H", "H", "H", "H", "H", "H", "C", "C", "S", "C", "C", "S", "H", "H", "H", "H", "H", "H", "O", "S", "C", "C", "C", "C", "C", "C", "C", "C", "C", "C", "C", "C", "H", "H", "H", "H", "H", "H", "H", "H", "H", "H"], "coordinates": [[0.227, 0.617, -0.441], [6.177, -0.741, 6.278], [4.608, -0.243, 6.354], [4.113, -0.286, 5.119], [2.783, 0.053, 4.737], [1.823, 0.459, 5.666], [0.547, 0.747, 5.237], [0.277, 0.634, 3.867], [1.159, 0.274, 2.967], [2.409, -0.031, 3.361], [3.364, -0.463, 2.378], [2.983, -0.517, 1.091], [3.830, -0.949, 0.193], [5.138, -1.358, 0.485], [5.564, -1.290, 1.790], [4.681, -0.836, 2.773], [5.053, -0.734, 4.146], [6.245, -1.024, 4.658], [2.112, 0.530, 6.705], [-0.227, 1.052, 5.926], [-0.717, 0.845, 3.490], [3.468, -0.985, -0.826], [5.790, -1.713, -0.299], [6.561, -1.576, 2.093], [2.815, -3.007, -3.431], [2.092, -1.761, -2.985], [0.745, -2.055, -1.976], [2.529, -0.530, -3.408], [3.786, -0.422, -4.231], [1.774, 0.965, -3.085], [2.465, -3.848, -2.838], [3.894, -2.921, -3.310], [2.606, -3.212, -4.484], [3.748, -1.046, -5.126], [4.653, -0.725, -3.639], [3.919, 0.616, -4.525], [-2.030, 1.314, -1.851], [-2.563, 0.012, -2.281], [-3.957, 0.367, -3.398], [-3.957, 1.506, -4.189], [-4.937, 1.669, -5.150], [-5.930, 0.712, -5.303], [-5.961, -0.395, -4.466], [-4.972, -0.572, -3.515], [-1.609, -0.567, -3.695], [-1.559, -1.936, -3.912], [-0.823, -2.432, -4.973], [-0.154, -1.559, -5.814], [-0.215, -0.192, -5.595], [-0.924, 0.309, -4.517], [-3.182, 2.243, -4.043], [-4.924, 2.541, -5.789], [-6.682, 0.831, -6.070], [-6.755, -1.121, -4.562], [-4.976, -1.435, -2.866], [-2.083, -2.604, -3.244], [-0.739, -3.500, -5.115], [0.434, -1.946, -6.635], [0.317, 0.487, -6.245], [-0.925, 1.365, -4.301]]}

=====

(3)
{"formula": "CH4N2S3", "method": "the ωB97M-V functional and the def2-TZVPD basis", "gap_ha": 0.30784, "smiles": "[NH3+][S-].S=C=NS", "e_homo_ev": -8.513, "species": ["N", "S", "H", "H", "H", "S", "C", "N", "S", "H"], "coordinates": [[-0.079, -0.110, 0.691], [1.660, -0.742, 0.943], [-0.731, -0.819, 1.026], [-0.188, 0.759, 1.220], [-0.210, 0.068, -0.313], [-0.657, 3.616, -2.965], [0.079, 2.294, -2.597], [0.556, 1.317, -2.082], [1.427, -0.074, -2.383], [1.770, -0.308, -1.029]]}